Density functional theory data (the ωB97M-V functional and the def2-TZVPD basis) for a 2-piece molecular cluster, C5H11N2O2 overall at a distorted geometry.

Results
ΔE to the lowest compared entry with this formula, charge and spin, kJ/mol: 392.49
F_max, Eh/bohr: 0.095
Total charge: +1
LUMO level, Eh: -0.156

CARTESIAN COORDINATES (ANGSTROEM)
C (-0.68, -0.43, -1.26)
C (-1.98, -0.76, -0.96)
C (0.13, -0.66, -0.15)
C (1.62, -0.76, -0.18)
C (-0.65, 2.08, -0.31)
N (-0.68, -1.14, 0.78)
N (2.17, -1.45, 1.01)
O (-1.95, -1.10, 0.43)
O (0.02, 1.35, 0.71)
H (-0.26, -0.15, -2.23)
H (-2.92, -0.59, -1.36)
H (1.91, 0.30, -0.26)
H (2.03, -1.29, -1.00)
H (-1.68, 2.29, 0.19)
H (-0.16, 3.05, -0.30)
H (-0.55, -1.59, 1.65)
H (1.70, -1.12, 1.87)
H (3.15, -1.23, 1.14)
H (-0.77, 1.64, -1.28)
H (-0.42, 1.56, 1.52)

=====

Density functional theory data (the ωB97M-V functional and the def2-TZVPD basis) for an isolated ion of composition C5H11N2OS and charge +1 at a distorted geometry.

Results
ΔE to the lowest compared entry with this formula, charge and spin, kJ/mol: 503.70
F_max, Eh/bohr: 0.115
Total charge: +1
LUMO level, Eh: -0.217

CARTESIAN COORDINATES (ANGSTROEM)
C (0.79, -1.53, -0.33)
C (0.84, -0.52, 0.87)
C (-0.03, -0.95, -1.46)
C (-0.54, -0.16, 1.29)
C (-1.33, -0.20, -0.92)
N (1.39, 2.56, 0.00)
N (-1.24, 0.62, 0.19)
O (1.50, 3.29, 0.87)
S (-0.63, 2.16, -0.08)
H (1.85, -1.74, -0.71)
H (0.45, -2.39, 0.15)
H (1.34, -0.92, 1.65)
H (1.45, 0.39, 0.52)
H (0.51, -0.22, -2.12)
H (-0.48, -1.80, -2.10)
H (-1.18, -0.98, 1.50)
H (-0.37, 0.36, 2.17)
H (-1.56, 0.49, -1.78)
H (-2.18, -0.91, -1.01)
H (-0.57, 2.47, 1.30)

=====

Density functional theory data (the ωB97M-V functional and the def2-TZVPD basis) for an isolated ion of composition C5H11N2OS and charge +1 at a distorted geometry.

Results
ΔE to the lowest compared entry with this formula, charge and spin, kJ/mol: 532.72
F_max, Eh/bohr: 0.085
Total charge: +1
LUMO level, Eh: -0.167

CARTESIAN COORDINATES (ANGSTROEM)
C (-0.70, -0.61, -0.22)
C (-1.34, 1.38, -0.87)
C (-2.03, 0.03, -0.63)
C (-0.15, 0.82, -0.20)
C (3.47, -1.36, -0.31)
N (0.87, 1.47, 0.19)
N (-2.96, 0.00, 0.61)
O (1.89, 1.05, 0.86)
S (3.41, 0.25, -0.37)
H (-0.64, -1.23, 0.69)
H (-0.16, -1.06, -1.05)
H (-0.99, 1.78, -1.80)
H (-1.78, 2.34, -0.38)
H (-2.57, -0.41, -1.50)
H (2.97, -1.82, -1.13)
H (3.78, -2.01, 0.45)
H (-2.93, -0.93, 0.94)
H (0.72, 2.42, 0.07)
H (-3.85, 0.08, 0.09)
H (4.17, 0.68, 0.51)

=====

Density functional theory data (the ωB97M-V functional and the def2-TZVPD basis) for a 2-piece molecular cluster, C5H11N3 overall at a distorted geometry.

Results
ΔE to the lowest compared entry with this formula, charge and spin, kJ/mol: 441.16
F_max, Eh/bohr: 0.057
SMILES: C/N=N\C.CC#CN
LUMO level, Eh: 0.034

CARTESIAN COORDINATES (ANGSTROEM)
C (-1.34, 0.58, -1.16)
C (-0.15, -1.91, -1.35)
N (0.11, 0.40, -1.10)
N (0.65, -0.70, -1.26)
H (0.53, -2.75, -1.39)
H (-0.76, -1.91, -2.27)
H (-1.77, 0.10, -2.05)
H (-1.54, 1.65, -1.19)
H (-1.80, 0.14, -0.28)
H (-0.83, -2.01, -0.50)
C (0.60, -0.76, 2.29)
N (0.75, 2.65, 0.28)
C (0.71, 1.39, 0.82)
C (0.66, 0.59, 1.75)
H (1.40, 3.26, 0.79)
H (0.99, 2.61, -0.70)
H (0.98, -1.48, 1.55)
H (1.22, -0.83, 3.19)
H (-0.41, -1.03, 2.59)

=====

Density functional theory data (the ωB97M-V functional and the def2-TZVPD basis) for a 2-piece molecular cluster, C5H11N3 overall at a distorted geometry.

Results
ΔE to the lowest compared entry with this formula, charge and spin, kJ/mol: 547.33
F_max, Eh/bohr: 0.115
SMILES: [H]/N=C(/C)C=C.[H]/N=C\N
LUMO level (alpha / beta), Eh: -0.021 / -0.019

CARTESIAN COORDINATES (ANGSTROEM)
C (0.00, -1.19, -1.11)
C (-1.51, 0.24, 1.01)
N (1.31, -0.85, -1.03)
C (-0.47, 0.67, -0.03)
N (-0.54, -2.27, -0.42)
C (0.95, 0.77, 0.57)
C (1.78, 1.80, 0.24)
N (-0.83, 1.54, -0.96)
H (1.79, -1.40, -0.32)
H (-0.50, -1.05, -2.07)
H (-0.93, -3.01, -0.98)
H (0.01, -2.60, 0.37)
H (-1.25, 2.41, -0.62)
H (1.10, 0.31, 1.54)
H (-2.33, -0.25, 0.49)
H (-1.87, 1.12, 1.54)
H (-1.09, -0.46, 1.74)
H (2.72, 1.93, 0.76)
H (1.67, 2.30, -0.72)

=====

Density functional theory data (the ωB97M-V functional and the def2-TZVPD basis) for one molecule with the formula C5H11N3 at a distorted geometry.

Results
ΔE to the lowest compared entry with this formula, charge and spin, kJ/mol: 260.18
F_max, Eh/bohr: 0.038
SMILES: C/C=C(N)\C(N)=N\C
LUMO level, Eh: 0.039

CARTESIAN COORDINATES (ANGSTROEM)
C (-2.26, 0.32, 0.48)
C (0.63, 2.03, -0.34)
C (-0.23, -0.87, 0.01)
C (1.12, -0.49, -0.06)
N (-0.80, -1.93, -0.66)
N (2.20, -1.40, -0.12)
C (1.14, 0.84, 0.41)
N (-0.87, 0.02, 0.77)
H (-0.19, -2.46, -1.25)
H (-1.63, -2.36, -0.25)
H (3.08, -0.99, -0.40)
H (2.23, -2.11, 0.59)
H (1.93, 1.10, 1.12)
H (-2.93, -0.30, 1.08)
H (-2.53, 0.21, -0.57)
H (-2.44, 1.36, 0.77)
H (-0.17, 1.75, -1.02)
H (0.26, 2.80, 0.35)
H (1.44, 2.49, -0.91)

=====

Density functional theory data (the ωB97M-V functional and the def2-TZVPD basis) for a 2-piece molecular cluster, C5H11N3 overall at a distorted geometry.

Results
ΔE to the lowest compared entry with this formula, charge and spin, kJ/mol: 117.45
F_max, Eh/bohr: 0.031
SMILES: [H]/N=C(/C)[C@@H](C)N.C#N
LUMO level, Eh: 0.035

CARTESIAN COORDINATES (ANGSTROEM)
C (0.91, 1.92, -0.05)
C (0.91, 0.45, -0.37)
C (-1.73, -0.36, -1.95)
N (1.24, 0.09, -1.53)
N (-1.82, -1.48, -1.75)
H (1.23, -0.92, -1.66)
H (0.50, -2.51, 1.05)
H (-1.61, 0.64, -2.29)
H (1.27, 2.47, -0.92)
H (1.57, 2.11, 0.80)
H (-0.08, 2.27, 0.21)
C (-0.87, -0.05, 1.41)
C (0.53, -0.49, 0.76)
N (0.53, -1.85, 0.28)
H (-0.29, -2.02, -0.31)
H (1.29, -0.41, 1.54)
H (-1.69, 0.14, 0.72)
H (-0.72, 0.86, 1.98)
H (-1.18, -0.85, 2.09)

=====

Density functional theory data (the ωB97M-V functional and the def2-TZVPD basis) for C5H11N3 as an isolated structure at a distorted geometry.

Results
ΔE to the lowest compared entry with this formula, charge and spin, kJ/mol: 560.50
F_max, Eh/bohr: 0.083
Total charge: +2
LUMO level, Eh: -0.294

CARTESIAN COORDINATES (ANGSTROEM)
C (0.31, 1.48, 0.24)
C (-1.02, 1.28, 0.36)
C (2.45, 0.14, 0.07)
C (3.63, -0.66, -0.17)
C (-0.82, -1.24, -0.67)
N (1.40, 0.68, 0.10)
N (-1.63, 0.10, 0.30)
N (-3.03, 0.06, 0.41)
H (0.55, 2.49, 0.44)
H (-1.56, 2.17, 0.41)
H (3.80, -1.53, 0.54)
H (4.44, 0.04, 0.00)
H (3.89, -1.07, -1.08)
H (-1.66, -1.71, -1.14)
H (-0.21, -0.58, -1.31)
H (-0.31, -1.75, 0.14)
H (-3.44, 0.63, 1.19)
H (-3.27, -0.98, 0.58)
H (-3.53, 0.47, -0.42)

=====

Density functional theory data (the ωB97M-V functional and the def2-TZVPD basis) for an isolated ion of composition C5H11N3 and charge +2 at a distorted geometry.

Results
ΔE to the lowest compared entry with this formula, charge and spin, kJ/mol: 164.64
F_max, Eh/bohr: 0.074
SMILES: [NH3+]CCc1c[nH]c[nH+]1
Total charge: +2
LUMO level, Eh: -0.257

CARTESIAN COORDINATES (ANGSTROEM)
C (-1.26, -0.80, -1.16)
C (-0.70, 0.71, -0.84)
C (0.49, 0.57, 0.09)
C (0.67, 0.28, 1.42)
N (2.06, 0.49, 1.65)
C (2.74, 0.75, 0.53)
N (1.86, 0.76, -0.46)
N (-2.27, -1.19, -0.11)
H (-1.66, -0.67, -2.15)
H (-0.47, -1.63, -1.36)
H (-0.70, 1.23, -1.80)
H (-1.48, 1.19, -0.34)
H (0.00, -0.22, 2.20)
H (2.38, 0.40, 2.65)
H (3.85, 0.72, 0.64)
H (2.10, 1.14, -1.41)
H (-3.22, -0.71, -0.34)
H (-2.41, -2.25, -0.05)
H (-1.99, -0.78, 0.83)

=====

Density functional theory data (the ωB97M-V functional and the def2-TZVPD basis) for one molecule with the formula C5H11N3O at a distorted geometry.

Results
ΔE to the lowest compared entry with this formula, charge and spin, kJ/mol: 338.75
F_max, Eh/bohr: 0.067
SMILES: [H]/N=C(/C)N(O)CC(=C)N
LUMO level, Eh: 0.027

CARTESIAN COORDINATES (ANGSTROEM)
C (-0.46, 0.58, -0.27)
C (2.83, 0.27, -0.64)
N (0.51, -0.35, 0.33)
C (1.87, 0.25, 0.49)
C (-1.88, 0.14, -0.03)
N (-2.31, -0.88, -0.87)
C (-2.66, 0.75, 0.86)
O (0.54, -1.55, -0.48)
N (2.02, 0.57, 1.69)
H (0.72, -2.26, 0.15)
H (-1.59, -1.51, -1.17)
H (-3.17, -1.34, -0.59)
H (0.96, 0.26, 2.01)
H (-0.29, 1.54, 0.20)
H (-0.27, 0.65, -1.35)
H (2.91, -0.72, -1.10)
H (2.47, 0.96, -1.40)
H (3.80, 0.60, -0.27)
H (-2.30, 1.58, 1.44)
H (-3.68, 0.45, 1.02)

=====

Which formula does entry 6 have?
C5H11N3

=====

Look up the F_max of the second one.
0.115 Eh/bohr

=====

Look up the ΔE to the lowest compared entry with this formula, charge and spin of the second one.
503.70 kJ/mol